1.
# C26H31N3O4S2

2 unconnected molecules or ions with the total composition C26H31N3O4S2 (the ωB97M-V functional and the def2-TZVPD basis, OMol25).

Geometry as ORCA input:
```
! wB97M-V def2-TZVPD RIJCOSX def2/J DEFGRID3
* xyz 0 1
S 3.2990 6.0994 -3.7125
S 3.6370 3.1616 -4.1560
O -2.3185 -4.3762 4.4766
O 1.4433 2.2379 -1.2048
O -4.5996 -0.4771 4.6881
O 5.2749 -3.3314 -6.2190
N 2.0398 4.1535 -2.2945
N -4.3549 -2.6353 5.2463
N -1.5048 -2.2687 4.3932
C 5.0152 -1.0094 -5.6895
C 3.0104 -1.6717 -3.8756
C -1.6572 -0.3248 0.8787
C -2.8790 -1.9637 2.3521
C 2.9131 4.5262 -3.3146
C -5.5661 -2.7485 6.0532
C -1.7220 -1.6114 1.4414
C 4.6543 -2.3442 -5.5129
C 2.7393 2.0343 -3.1517
C 1.9781 2.7806 -2.1611
C 1.4130 5.0863 -1.3519
C -1.4227 -3.5691 4.6822
C -0.9810 4.1680 -1.3216
C 4.3792 -0.0022 -4.9566
C -0.6851 -2.5344 1.2064
C 3.3628 -0.3209 -4.0390
C -2.4520 4.5654 -1.4107
C 3.6534 -2.6727 -4.6058
C -0.1243 -4.0386 5.2925
C -2.6474 -1.5323 3.8103
C 0.4304 -2.1586 0.4380
C 0.5052 -0.8608 -0.0942
C -0.0655 5.3504 -1.6778
C -3.9597 -1.5234 4.6180
C -0.5467 0.0488 0.1089
C 2.6540 0.6524 -3.1982
H -2.6763 5.3691 -0.7027
H -0.3853 6.2251 -1.1031
H -2.4489 0.3883 1.0589
H -0.8020 3.3377 -2.0107
H 5.9455 -2.9490 -6.8059
H -0.1644 -5.1209 5.4121
H 4.7119 1.0140 -5.1187
H -0.7655 3.8220 -0.3053
H -6.4367 -2.5077 5.4407
H 1.9574 0.2094 -2.4973
H -3.0674 -3.0371 2.3072
H -2.3514 -0.4833 3.7694
H 0.0074 -3.5701 6.2659
H 1.3834 -0.5562 -0.6361
H -2.6944 4.9087 -2.4212
H 0.7022 -3.7755 4.6351
H -3.7738 -1.4636 1.9774
H -5.6644 -3.7640 6.4388
H -0.6851 -1.7187 4.5903
H 1.2392 -2.8579 0.2786
H -5.5192 -2.0463 6.8871
H 3.3788 -3.7142 -4.4732
H 2.2294 -1.9604 -3.1771
H -0.1708 5.5966 -2.7393
H -0.4954 1.0474 -0.2973
H 1.9467 6.0422 -1.3601
H -3.7890 -3.4663 5.1077
H -3.0887 3.7075 -1.1743
H 1.5002 4.6996 -0.3300
H 5.7960 -0.7419 -6.3932
H -0.7351 -3.5238 1.6385
*
```

Its lowest unoccupied orbital energy is -0.91 eV. The value obtained for the energy above the lowest of the compared OMol25 structures with the same formula, charge and spin is 0.0 kcal/mol. The HOMO-LUMO gap is 7.4 eV. Its structure (SMILES) is CCCCN1C(=O)/C(=C/c2ccc(O)cc2)SC1=S.CNC(=O)[C@H](Cc1ccccc1)NC(C)=O.


2.
# C20H30IrN4O2PS2

A molecular structure, C20H30IrN4O2PS2 (the ωB97M-V functional and the def2-TZVPD basis, OMol25).

Geometry as ORCA input:
```
! wB97M-V def2-TZVPD RIJCOSX def2/J DEFGRID3
* xyz 2 5
Ir 12.5820 10.7117 7.4167
S 12.0017 14.0212 9.6336
S 12.3330 12.6203 6.4487
P 11.4296 14.0513 7.7741
O 12.8613 8.7292 7.7106
O 13.6268 7.0108 6.5019
N 12.6030 10.1780 5.4307
N 12.8043 10.8195 9.5065
N 15.3551 7.0259 9.1484
N 14.9569 11.2155 7.2412
C 8.1218 11.5956 7.5220
C 15.5228 8.4594 9.6111
C 12.4633 8.7081 5.3160
C 15.7630 10.7620 8.4093
C 14.0762 10.4083 10.2905
C 11.2661 17.9360 8.1470
C 9.1171 13.9535 6.2200
C 12.6506 18.2181 8.1874
C 15.2441 11.2237 9.7761
C 14.2589 8.8932 10.2767
C 15.9907 9.2309 8.3384
C 7.4119 12.1768 6.4589
C 9.7875 13.4282 7.3391
C 11.7223 15.7836 7.2938
C 13.0408 16.1223 7.0827
C 7.9642 13.2834 5.7427
C 12.9878 8.1026 6.5899
C 13.5458 17.2938 7.6172
C 9.2696 12.3033 7.9868
C 10.7847 16.7249 7.6944
H 17.0890 9.0537 8.2891
H 9.8386 11.9593 8.9036
H 15.1020 12.3263 9.8077
H 14.3856 8.5881 11.2944
H 7.4190 13.6943 4.8846
H 16.3488 8.5433 10.3303
H 12.5813 11.8393 9.6277
H 16.7869 11.2395 8.3280
H 14.6436 17.5485 7.5957
H 12.0270 10.2795 9.8947
H 14.9720 12.2266 7.0917
H 11.9272 10.6489 4.8651
H 13.7209 15.4427 6.4953
H 13.3642 8.4014 9.8519
H 15.5827 8.8270 7.4075
H 13.8848 10.7353 11.3337
H 14.6478 6.9356 8.3290
H 16.3124 6.7484 8.8298
H 11.3637 8.4475 5.2083
H 15.4173 10.7695 6.4624
H 12.9993 19.0903 8.6929
H 16.0147 10.9712 10.5157
H 6.4747 11.7543 6.1456
H 13.5190 10.4195 5.0777
H 7.8778 10.6518 8.0031
H 15.0974 6.3918 9.9424
H 10.5912 18.6975 8.4984
H 9.4925 14.8824 5.7606
H 12.9557 8.3439 4.4082
H 9.6824 16.5361 7.7210
*
```

Its expectation value of S² is 6.03. Its lowest unoccupied orbital energy (spin up / spin down) is -5.10 / -7.81 eV. The value obtained for the energy above the lowest of the compared OMol25 structures with the same formula, charge and spin is 0.0 kcal/mol. The HOMO-LUMO gap (spin up / spin down) is 4.8 / 5.9 eV.


3.
# C5H10O3

A molecular structure, C5H10O3 (the ωB97M-V functional and the def2-TZVPD basis, OMol25).

Geometry as ORCA input:
```
! wB97M-V def2-TZVPD RIJCOSX def2/J DEFGRID3
* xyz 0 1
O 0.0257 1.0268 -0.5230
O 0.1808 -1.1026 -0.4126
O 2.0861 0.1398 0.3189
C 1.2805 1.2717 0.0022
C -0.5198 -0.0392 -0.0211
C 1.5220 -1.0282 -0.5408
C -1.9334 0.1070 -0.7820
C -0.8158 -0.2901 1.5167
H -2.5027 1.2476 -0.8280
H -1.3812 0.6041 1.8584
H -2.5303 -0.6721 -0.0260
H 2.0311 -1.9671 -0.3131
H 1.2751 2.0870 0.8337
H 0.3884 -0.4050 1.6513
H 1.6767 1.7013 -0.8700
H -2.0567 -0.2251 -1.9675
H 2.1467 -1.0677 -1.7501
H -0.8732 -1.3881 1.8529
*
```

Its lowest unoccupied orbital energy is 0.88 eV. The value obtained for the energy above the lowest of the compared OMol25 structures with the same formula, charge and spin is 157.1 kcal/mol. The HOMO-LUMO gap is 10.4 eV.


4.
# CClIN2O4

2 unconnected molecules or ions with the total composition CClIN2O4 (the ωB97M-V functional and the def2-TZVPD basis, OMol25).

Geometry as ORCA input:
```
! wB97M-V def2-TZVPD RIJCOSX def2/J DEFGRID3
* xyz 0 1
I 0.9795 0.1057 2.0433
Cl 1.1971 -1.9486 -0.5274
O -1.6108 -1.7804 -0.4999
O -1.7852 -0.3904 1.1639
O 0.2318 2.0033 -1.9958
O 1.2793 2.2197 -0.0589
N -1.1460 -1.0589 0.3639
N 0.6130 1.7868 -0.9155
C 0.2414 -0.9372 0.4264
*
```

Its lowest unoccupied orbital energy (spin up / spin down) is -1.38 / -2.48 eV. The value obtained for the energy above the lowest of the compared OMol25 structures with the same formula, charge and spin is 28.4 kcal/mol. The HOMO-LUMO gap (spin up / spin down) is 8.0 / 7.7 eV.


5.
# C4H8O2

A molecular structure, C4H8O2 (the ωB97M-V functional and the def2-TZVPD basis, OMol25).

Geometry as ORCA input:
```
! wB97M-V def2-TZVPD RIJCOSX def2/J DEFGRID3
* xyz 0 1
O 0.5852 1.4728 0.8249
O -0.0565 -0.6295 -1.7668
C -1.0902 -0.3530 0.4004
C -0.2007 0.7928 -1.5597
C -0.0469 0.6170 -0.0522
C 0.1110 -0.8416 -0.3699
H -1.1736 1.1544 -1.9083
H 1.2868 -1.0047 2.1665
H -2.0751 -0.3662 -0.0612
H 0.6044 1.3548 -2.0469
H 1.5173 1.5208 0.5726
H 0.8280 -1.5471 2.3818
H -1.0765 -0.5438 1.4693
H 0.7868 -1.6267 -0.0504
*
```

Its lowest unoccupied orbital energy is 0.84 eV. The value obtained for the energy above the lowest of the compared OMol25 structures with the same formula, charge and spin is 94.5 kcal/mol. The HOMO-LUMO gap is 10.0 eV.


6.
# C3H8OSSi

C3H8OSSi in the gas phase (the ωB97M-V functional and the def2-TZVPD basis, OMol25).

Geometry as ORCA input:
```
! wB97M-V def2-TZVPD RIJCOSX def2/J DEFGRID3
* xyz 0 3
S 0.8327 0.5101 2.6492
Si -0.0351 -0.2135 -0.2708
O 1.5338 -1.0044 2.8531
C -1.8918 0.0154 -0.6039
C 0.1434 0.7484 1.2714
C 1.1606 0.7109 -1.3683
H 2.2006 0.1996 -1.5319
H -1.9742 0.7420 -1.4494
H -0.0090 -1.7470 -0.2575
H 0.6894 0.6222 -2.3537
H 1.2087 1.7228 -1.0445
H -2.3566 -0.8761 -1.0940
H 0.8394 -1.7494 2.8823
H -2.3418 0.3190 0.3179
*
```

Its expectation value of S² is 2.01. Its lowest unoccupied orbital energy (spin up / spin down) is 0.56 / -2.16 eV. The value obtained for the energy above the lowest of the compared OMol25 structures with the same formula, charge and spin is 0.0 kcal/mol. The HOMO-LUMO gap (spin up / spin down) is 7.2 / 8.0 eV.


Copy entry 3 word for word.
# C5H10O3

A molecular structure, C5H10O3 (the ωB97M-V functional and the def2-TZVPD basis, OMol25).

Geometry as ORCA input:
```
! wB97M-V def2-TZVPD RIJCOSX def2/J DEFGRID3
* xyz 0 1
O 0.0257 1.0268 -0.5230
O 0.1808 -1.1026 -0.4126
O 2.0861 0.1398 0.3189
C 1.2805 1.2717 0.0022
C -0.5198 -0.0392 -0.0211
C 1.5220 -1.0282 -0.5408
C -1.9334 0.1070 -0.7820
C -0.8158 -0.2901 1.5167
H -2.5027 1.2476 -0.8280
H -1.3812 0.6041 1.8584
H -2.5303 -0.6721 -0.0260
H 2.0311 -1.9671 -0.3131
H 1.2751 2.0870 0.8337
H 0.3884 -0.4050 1.6513
H 1.6767 1.7013 -0.8700
H -2.0567 -0.2251 -1.9675
H 2.1467 -1.0677 -1.7501
H -0.8732 -1.3881 1.8529
*
```

Its lowest unoccupied orbital energy is 0.88 eV. The value obtained for the energy above the lowest of the compared OMol25 structures with the same formula, charge and spin is 157.1 kcal/mol. The HOMO-LUMO gap is 10.4 eV.


What did the fifth record say?
# C4H8O2

A molecular structure, C4H8O2 (the ωB97M-V functional and the def2-TZVPD basis, OMol25).

Geometry as ORCA input:
```
! wB97M-V def2-TZVPD RIJCOSX def2/J DEFGRID3
* xyz 0 1
O 0.5852 1.4728 0.8249
O -0.0565 -0.6295 -1.7668
C -1.0902 -0.3530 0.4004
C -0.2007 0.7928 -1.5597
C -0.0469 0.6170 -0.0522
C 0.1110 -0.8416 -0.3699
H -1.1736 1.1544 -1.9083
H 1.2868 -1.0047 2.1665
H -2.0751 -0.3662 -0.0612
H 0.6044 1.3548 -2.0469
H 1.5173 1.5208 0.5726
H 0.8280 -1.5471 2.3818
H -1.0765 -0.5438 1.4693
H 0.7868 -1.6267 -0.0504
*
```

Its lowest unoccupied orbital energy is 0.84 eV. The value obtained for the energy above the lowest of the compared OMol25 structures with the same formula, charge and spin is 94.5 kcal/mol. The HOMO-LUMO gap is 10.0 eV.